# 1
{
  "formula": "C5H7NOS",
  "method": "ωB97M-V with the def2-TZVPD basis set",
  "elements": ["C", "C", "C", "C", "H", "H", "H", "O", "H", "H", "H", "S", "N", "C", "H"],
  "coordinates": [[-0.361, -0.462, 0.225], [-1.040, -1.114, 1.191], [-0.833, 0.912, -0.183], [0.764, -1.114, -0.445], [-0.887, 1.429, 1.760], [1.360, -0.047, -2.214], [-0.576, -2.010, 1.508], [-0.897, 1.260, -1.360], [2.731, -0.453, -1.145], [-1.950, -0.785, 1.629], [-1.196, 2.660, 0.691], [1.005, -2.731, -0.648], [-1.252, 1.691, 0.843], [1.647, -0.112, -1.153], [1.485, 0.878, -0.699]],
  "forces_ev_per_angstrom": [[-1.512, -0.698, 1.269], [1.188, 0.591, -1.078], [-0.065, -0.354, -2.018], [0.773, -0.082, -1.477], [-0.311, 0.089, -0.488], [-0.069, 0.027, 0.387], [-0.125, -1.099, 0.346], [0.120, -0.197, 1.176], [-1.316, 0.537, 0.166], [-0.466, 0.408, 0.388], [-0.332, 1.332, -0.483], [-0.323, 1.025, 0.575], [0.582, -0.885, 1.558], [1.241, -0.381, 0.040], [0.616, -0.312, -0.359]],
  "lowdin_charge": [-0.260, 0.104, -0.517, -0.753, 0.113, 0.095, 0.042, 0.062, 0.097, 0.075, 0.095, 0.731, 0.171, -0.130, 0.075],
  "gap_ev": 7.860,
  "de_lowest_kcal_mol": 27.8,
  "smiles": "C=C(C(N)=O)C(C)=S",
  "total_charge": 0,
  "e_tot_ha": -722.8738
}

# 2
{
  "formula": "C4H4S2",
  "method": "ωB97M-V with the def2-TZVPD basis set",
  "elements": ["H", "C", "H", "C", "S", "H", "S", "C", "H", "C"],
  "coordinates": [[-1.835, -0.239, 1.474], [-0.206, -0.171, -1.206], [-0.688, 1.463, -0.787], [0.022, -0.598, 0.143], [-0.420, 1.905, 0.656], [-1.095, 0.643, -3.243], [1.267, -1.789, 0.141], [-0.655, 0.240, -2.250], [-0.366, -0.207, 2.140], [-0.753, -0.058, 1.260]],
  "forces_ev_per_angstrom": [[0.610, 0.153, -1.434], [-1.296, -0.166, -0.385], [0.293, 1.335, 2.928], [2.549, -3.333, -1.243], [-1.116, -2.151, -0.593], [1.240, -1.062, 2.397], [-2.026, 1.932, 0.802], [-0.805, 0.482, -2.532], [3.011, -0.619, 4.622], [-2.460, 3.428, -4.562]],
  "lowdin_charge": [0.107, -0.350, -0.076, -0.844, 0.582, 0.111, 0.702, 0.105, -0.005, -0.332],
  "gap_ev": 7.636,
  "de_lowest_kcal_mol": 103.5,
  "smiles": "C#CC(=S)CS",
  "total_charge": 0,
  "e_tot_ha": -951.0075
}

# 3
{
  "formula": "C5H5N4O2",
  "method": "ωB97M-V with the def2-TZVPD basis set",
  "elements": ["C", "N", "H", "C", "H", "H", "N", "N", "O", "H", "N", "C", "H", "C", "O", "C"],
  "coordinates": [[1.192, 0.226, -0.653], [0.125, 0.158, 1.344], [-0.129, -1.157, 2.947], [-0.753, 0.806, 0.455], [-1.161, 0.292, 2.948], [0.561, 0.413, 3.371], [-1.501, -1.013, -2.950], [-0.458, -0.979, -5.080], [2.252, -0.803, 1.320], [-0.433, 1.260, -1.706], [-0.980, -0.999, -4.017], [1.335, -0.228, 0.748], [1.979, 0.053, -1.371], [-0.167, -0.087, 2.728], [-1.866, 1.235, 0.735], [0.001, 0.823, -0.820]],
  "forces_ev_per_angstrom": [[-0.189, 0.381, -0.545], [-0.129, -0.121, 0.686], [-0.029, 0.053, -0.016], [-0.540, -0.129, 0.856], [-0.040, 0.022, -0.064], [-0.039, -0.008, -0.017], [0.510, 0.070, -0.933], [-0.622, -0.031, 1.295], [-1.117, 0.751, -0.689], [0.102, -0.201, -0.114], [0.188, 0.079, -0.235], [-0.292, -0.159, 0.687], [-0.179, 0.061, -0.123], [0.074, -0.133, 0.299], [1.746, -0.569, -0.353], [0.555, -0.066, -0.736]],
  "lowdin_charge": [0.039, -0.038, 0.092, -0.381, 0.084, 0.089, -0.097, -0.122, 0.081, 0.105, -0.659, -0.402, 0.118, -0.029, 0.092, 0.030],
  "gap_ev": 4.952,
  "de_lowest_kcal_mol": 34.2,
  "total_charge": -1,
  "e_tot_ha": -563.0399
}

# 4
{
  "formula": "C11H17N2O2",
  "method": "ωB97M-V with the def2-TZVPD basis set",
  "elements": ["H", "H", "H", "C", "O", "H", "H", "C", "H", "C", "H", "H", "C", "N", "C", "H", "C", "H", "H", "C", "H", "C", "H", "H", "H", "O", "H", "C", "N", "H", "C", "C"],
  "coordinates": [[-0.062, -0.366, 2.658], [2.961, 1.221, -1.736], [1.578, -0.964, -1.941], [1.194, -0.186, -1.280], [0.096, -1.008, 2.005], [-3.615, -2.114, -1.204], [0.910, -2.749, 0.848], [-4.247, 0.927, 0.475], [2.697, 2.508, 0.072], [2.354, 0.758, -0.935], [1.181, -2.759, -0.955], [-5.455, -0.598, -0.207], [0.350, -0.202, 0.909], [1.943, 1.720, 0.143], [1.630, 0.943, 1.369], [-1.352, -1.365, -0.667], [-1.935, 0.392, 0.346], [2.376, -2.037, 0.086], [-2.680, 2.118, 1.296], [-2.924, 1.261, 0.716], [0.358, 0.435, -1.693], [-3.483, -1.047, -0.676], [1.057, 2.278, -0.078], [2.638, 0.392, 1.671], [1.341, 1.450, 2.271], [-0.589, 0.819, 0.634], [3.137, -0.039, -0.493], [-4.530, -0.250, -0.158], [0.646, -0.958, -0.197], [-4.955, 1.708, 0.934], [1.340, -2.249, -0.046], [-2.180, -0.720, -0.402]],
  "forces_ev_per_angstrom": [[-0.694, 0.867, 2.116], [-1.111, 0.105, 0.174], [-0.203, 0.666, -0.705], [-0.976, 1.142, -1.125], [0.257, -0.022, -2.077], [-0.259, 2.775, 1.193], [0.511, 0.002, -0.900], [-0.224, 2.142, 1.404], [-1.347, -1.725, 1.349], [1.801, -3.195, 1.012], [-0.184, -1.004, -0.814], [-4.038, -1.242, -0.511], [1.861, 2.309, 1.416], [0.297, 2.821, -1.104], [2.025, -3.708, 0.445], [-0.475, 0.105, -0.206], [1.306, 1.291, -0.153], [1.130, -0.374, 0.298], [0.192, 0.672, 0.241], [0.042, -0.389, 0.235], [0.638, -0.706, -0.296], [-0.883, -2.320, -0.365], [0.997, -1.255, -0.174], [-2.182, 0.881, -0.793], [-0.399, 0.987, -0.203], [-0.855, -0.931, 0.221], [-1.351, 2.273, -0.285], [3.484, -0.013, -0.657], [1.001, -0.508, -0.243], [0.493, -1.824, -1.069], [-1.227, 1.109, 1.882], [0.372, -0.928, -0.305]],
  "lowdin_charge": [0.098, 0.142, 0.135, -0.149, 0.121, 0.162, 0.119, -0.064, 0.227, -0.102, 0.086, 0.061, -0.527, 0.012, 0.001, 0.112, -0.222, 0.078, 0.112, -0.024, 0.149, -0.043, 0.205, 0.167, 0.113, -0.021, 0.168, -0.068, -0.161, 0.147, 0.011, -0.044],
  "gap_ev": 8.704,
  "de_lowest_kcal_mol": 37.9,
  "smiles": "CN1CC[NH2+]C[C@@]1(O)Oc1ccccc1",
  "total_charge": 1,
  "e_tot_ha": -689.0071
}

# 5
{
  "formula": "C15H51O18P3",
  "method": "ωB97M-V with the def2-TZVPD basis set",
  "elements": ["H", "H", "O", "P", "H", "H", "H", "H", "C", "H", "H", "P", "H", "C", "O", "H", "H", "C", "H", "H", "H", "O", "H", "C", "C", "H", "H", "O", "O", "H", "C", "H", "H", "H", "H", "O", "O", "H", "O", "O", "H", "C", "O", "H", "H", "C", "C", "H", "H", "O", "H", "H", "H", "H", "C", "O", "O", "H", "C", "H", "O", "C", "H", "O", "H", "H", "H", "O", "H", "H", "H", "C", "H", "O", "O", "H", "C", "H", "P", "H", "H", "H", "H", "H", "C", "H", "H"],
  "coordinates": [[1.785, -2.745, -2.027], [3.600, 0.134, -1.822], [-3.657, -1.392, -0.667], [2.952, -2.585, 1.441], [-2.716, -0.184, 0.875], [1.469, 0.698, 1.195], [0.199, 0.642, 5.455], [-2.289, 1.953, -3.605], [-1.314, 2.097, -3.138], [-4.597, 1.316, 1.718], [-0.025, -3.640, 1.821], [-1.517, -3.120, -3.228], [2.089, 5.353, 0.916], [-1.048, 4.019, 4.516], [-1.631, 1.504, 2.812], [-2.141, 4.447, -0.296], [1.619, -0.545, -0.550], [4.385, -4.655, 0.566], [-0.104, 0.090, 1.218], [-2.229, -1.825, -6.265], [-5.786, 2.500, 2.397], [0.868, 0.040, -0.673], [0.698, 4.718, 1.829], [-1.562, -1.683, -5.415], [0.581, 0.632, 0.566], [-1.473, 4.726, 5.228], [4.976, -5.170, 1.324], [3.126, -4.191, 1.167], [-1.800, 4.061, 3.328], [-0.793, 2.876, -3.694], [-4.907, 1.887, 2.594], [1.392, 3.726, 0.544], [-5.396, 1.172, 3.255], [-2.385, 0.144, -0.759], [5.332, -0.480, 2.625], [-1.105, -2.811, -4.725], [-0.692, 0.839, -3.025], [-3.399, -1.742, -1.523], [4.085, -2.242, 2.516], [1.601, -2.609, 2.356], [-2.025, -5.990, -4.563], [-2.454, -5.509, -3.683], [-0.272, -2.507, -2.361], [0.192, -0.570, 4.139], [4.146, -0.680, 3.899], [-2.582, -0.687, -0.082], [1.064, -2.551, -2.822], [4.573, 1.360, -2.566], [5.129, -0.246, -3.990], [2.997, -1.827, 0.171], [4.982, -3.928, 0.016], [-0.717, -1.095, -5.773], [0.227, 6.206, -0.058], [-0.281, -1.900, 2.119], [0.390, -2.641, 1.684], [-2.773, 3.041, 1.049], [-1.420, -4.749, -3.094], [3.683, -0.206, 2.342], [0.765, 0.218, 4.626], [-2.652, 5.156, 1.325], [0.954, 1.278, 3.666], [-2.801, 4.384, 0.569], [0.199, 1.629, 0.344], [4.209, -0.355, -3.738], [0.134, 1.637, 3.321], [0.001, 4.292, 4.400], [1.403, -1.631, -3.299], [0.325, 5.254, -0.123], [-1.630, -1.213, -0.019], [2.944, 1.257, -3.011], [-0.044, 0.923, -2.321], [4.352, -0.900, 2.851], [4.120, -5.481, -0.094], [-2.836, -2.538, -2.808], [-3.914, 2.658, 3.278], [0.386, -2.446, 0.611], [3.799, 0.622, -2.776], [-1.461, 2.518, -2.143], [-2.466, 2.712, 2.644], [-2.755, -6.231, -2.924], [-3.800, 4.493, 0.148], [-1.065, 3.018, 4.948], [-3.327, -4.980, -4.065], [1.744, -0.222, 4.815], [1.183, 4.750, 0.854], [1.261, -3.291, -3.597], [-2.077, -0.984, -4.757]],
  "forces_ev_per_angstrom": [[-0.489, -0.044, 0.406], [-0.147, -0.157, -0.039], [-0.717, 0.225, 2.220], [-0.326, -2.115, 0.442], [-0.905, -0.612, 0.272], [0.285, 0.384, -0.117], [0.382, -0.525, 0.510], [-0.031, 0.006, 0.030], [-0.607, 0.176, 0.428], [0.375, 0.459, -0.016], [-0.242, 0.033, -0.002], [-0.090, 0.726, 1.627], [0.246, -0.233, 0.105], [0.286, -0.407, 1.215], [-0.672, 0.673, -0.052], [0.413, 0.198, 0.483], [0.275, -0.368, -0.033], [-0.675, -1.067, 0.264], [-0.510, -0.078, -0.463], [0.080, -0.959, 0.112], [0.477, 0.593, -0.627], [-0.171, -0.199, -0.446], [0.015, -0.016, 0.230], [-0.237, 2.468, -0.159], [0.401, 0.363, 0.572], [-0.192, -0.070, -0.054], [0.094, 0.569, 0.331], [1.142, 1.684, 0.131], [-1.376, -1.245, -2.085], [0.477, -0.241, -0.359], [-1.751, -0.653, 0.380], [0.319, 0.074, 0.198], [0.796, -0.274, 0.527], [0.470, 0.376, -0.065], [0.368, -1.003, -0.196], [-0.159, -1.416, -0.058], [0.176, 0.309, -0.550], [0.438, -0.114, -0.285], [-0.156, -0.603, -0.635], [3.338, 0.823, -0.982], [-0.006, -0.384, 0.129], [-0.205, -0.978, -0.622], [-1.811, -1.220, -0.623], [-0.299, -0.179, 0.240], [0.127, -0.615, 0.177], [0.554, 0.987, -1.510], [1.433, -0.108, -0.891], [0.399, -0.096, -0.104], [-0.112, 0.266, 0.195], [-0.373, 0.224, 0.900], [-0.388, 0.299, 0.228], [0.272, -0.343, -0.052], [0.100, -0.019, 0.174], [-0.006, -0.111, 0.143], [-2.371, -0.460, -0.473], [1.360, -0.372, 3.026], [0.530, 3.037, 0.096], [-0.272, -0.139, -0.304], [-0.684, 0.828, -1.789], [0.332, -0.241, -0.069], [1.545, -0.116, 0.409], [-1.099, 0.067, -1.111], [-0.168, 0.027, 0.379], [-0.707, 0.308, -0.048], [-0.638, -0.568, 0.130], [-0.050, -0.011, -0.601], [-0.547, 0.447, 0.218], [-0.804, 0.356, -0.964], [-0.051, -0.558, -0.028], [-0.315, -0.605, -0.739], [0.298, -0.560, 0.294], [-0.783, 2.141, 0.310], [-0.254, 0.330, -0.321], [2.092, -1.255, -1.182], [0.310, -0.062, -0.171], [0.590, 0.112, -0.095], [0.838, 0.228, 0.753], [-0.310, 0.096, 0.170], [0.813, 1.103, -1.126], [-0.135, -0.080, -0.295], [-0.183, 0.318, 0.128], [-0.007, 0.014, 0.105], [0.067, 0.519, 0.492], [-0.081, 0.401, 0.550], [0.143, -0.186, 0.263], [-0.421, -0.386, 0.093], [-0.121, -0.197, 0.257]],
  "lowdin_charge": [0.077, 0.057, -0.127, 0.482, 0.055, 0.072, 0.075, 0.079, -0.162, 0.088, 0.101, 0.525, 0.082, -0.114, -0.231, 0.072, 0.018, -0.080, 0.046, 0.090, 0.091, -0.130, 0.066, -0.111, -0.153, 0.091, 0.083, -0.221, -0.235, 0.071, -0.092, 0.074, 0.089, 0.072, 0.093, -0.201, -0.124, -0.020, -0.192, -0.194, 0.088, -0.121, -0.203, 0.064, 0.086, -0.164, -0.108, 0.074, 0.069, -0.232, 0.088, 0.093, 0.081, 0.079, -0.136, -0.228, -0.212, 0.075, -0.118, 0.086, -0.172, -0.100, 0.079, -0.118, -0.004, 0.088, 0.087, -0.124, 0.054, 0.074, 0.035, -0.111, 0.083, -0.227, -0.194, 0.076, -0.152, 0.065, 0.509, 0.094, 0.087, 0.080, 0.088, 0.069, -0.154, 0.088, 0.078],
  "gap_ev": 9.164,
  "de_lowest_kcal_mol": 42.9,
  "smiles": "COP(=O)(OC)OC.COP(=O)(OC)OC.COP(=O)(OC)OC.CO.CO.CO.CO.CO.CO",
  "total_charge": 0,
  "e_tot_ha": -2980.6178
}

# 6
{
  "formula": "C3H9BO4",
  "method": "ωB97M-V with the def2-TZVPD basis set",
  "elements": ["H", "H", "O", "H", "H", "C", "H", "H", "O", "B", "H", "H", "O", "O", "C", "H", "C"],
  "coordinates": [[3.271, 0.506, -0.824], [-1.622, 0.862, -0.059], [1.288, -0.278, 1.282], [-0.560, 3.146, -0.415], [-0.260, -2.626, 0.623], [-1.293, -2.243, 0.406], [0.656, -0.799, 1.824], [-1.919, -3.085, -0.215], [2.600, 2.336, -0.582], [1.131, 0.169, 0.052], [-1.694, -2.157, 1.499], [0.762, 2.378, -0.538], [-0.104, 2.486, -0.972], [-1.983, 0.071, 0.195], [2.396, 1.154, -0.473], [-1.371, -1.002, -1.432], [-1.297, -0.918, -0.371]],
  "forces_ev_per_angstrom": [[-0.657, 0.032, 0.310], [1.242, 3.365, -1.360], [0.225, -0.266, 1.871], [0.318, -0.295, -0.494], [-0.741, 0.149, -0.811], [-0.941, -1.146, 0.435], [0.384, 0.420, -1.169], [1.583, 1.937, 1.736], [-0.908, 0.585, 0.364], [-0.761, 0.088, -0.918], [0.094, 0.123, -2.144], [-0.166, 0.676, -0.441], [-0.778, 0.222, 0.943], [-2.131, -2.131, 1.989], [0.982, -2.387, -0.356], [0.128, 0.014, -0.717], [2.126, -1.387, 0.760]],
  "lowdin_charge": [0.111, 0.022, 0.119, 0.068, 0.060, -0.106, 0.120, 0.123, 0.015, -0.157, 0.100, -0.025, -0.068, 0.003, -0.196, 0.087, -0.277],
  "gap_ev": [7.752, 7.432],
  "de_lowest_kcal_mol": 127.2,
  "total_charge": 0,
  "e_tot_ha": -445.3755
}